13
Properties=species:S:1:pos:R:3 method="wB97M-V/def2-TZVPD" spin_multiplicity=2 e_homo_ev="-5.95 / -8.28" orbital_gap_ev="5.22 / 7.39"
O 1.00819 0.86735 -0.41257
C 1.53683 -0.24804 -0.16436
C -0.97939 0.50745 0.06461
O 2.76170 -0.50005 -0.07097
O 0.71785 -1.15961 0.36394
C -0.65556 -0.98372 -0.00725
Ba 5.40626 0.60365 -0.45948
H -1.15246 0.91972 -0.94049
H -0.74895 0.91670 1.05980
H -0.78642 -1.36356 -1.02700
H -1.24764 -1.56088 0.71008
O -2.82041 0.53330 0.44507
H -3.04001 1.46768 0.43863